# C4H3BrO2

A single C4H3BrO2 molecule at a distorted geometry (ωB97M-V/def2-TZVPD, the Open Molecules 2025 dataset).

Geometry as XYZ:
```
10
C4H3BrO2 (ωB97M-V/def2-TZVPD)
Br -3.872 0.003 -0.185
C -2.094 0.102 0.314
O -1.473 1.287 0.649
C -0.167 1.075 0.617
C 0.287 -0.063 0.093
C -1.014 -0.894 -0.084
O -1.623 -1.059 1.166
H 0.447 1.832 0.825
H 1.313 -0.250 -0.048
H -1.223 -1.701 -0.782
```

Properties
F_max (Eh/bohr): 0.0853
HOMO (eV): -9.564
Charge: 0
Relative energy (zero: lowest compared OMol25 entry of this formula, charge and spin) (kcal per mole): 18.6
E (eV): -78331.09062
Molecular weight (g mol⁻¹): 162.97
Spin multiplicity: 1

Quick look at the Löwdin charges, all values in e: Br 0.878; C -0.835; O 0.012; C -0.143; C 0.044; C -0.241; O -0.039; H 0.093; H 0.090; H 0.141



# C4H3Cl2N

A molecular structure, C4H3Cl2N at a distorted geometry (ωB97M-V/def2-TZVPD, the Open Molecules 2025 dataset).

Geometry as XYZ:
```
10
C4H3Cl2N (ωB97M-V/def2-TZVPD)
C 0.987 -0.505 -0.013
C 1.916 0.454 -0.019
C -0.221 0.358 -0.035
C -1.644 -0.040 0.009
N 0.272 1.533 -0.065
Cl 1.190 -2.218 0.003
Cl 3.508 0.777 0.054
H -1.742 -1.121 0.024
H -2.163 0.372 -0.855
H -2.103 0.391 0.897
```

Properties
F_max (Eh/bohr): 0.0781
HOMO (spin up / spin down) (eV): -8.999 / -8.999
Charge: 0
Relative energy (zero: lowest compared OMol25 entry of this formula, charge and spin) (kcal per mole): 89.2
E (eV): -30727.54469
Molecular weight (g mol⁻¹): 135.98
Spin multiplicity: 1

Quick look at the Löwdin charges, all values in e: C -0.720; C -0.645; C -0.471; C -0.029; N 0.195; Cl 0.656; Cl 0.768; H 0.070; H 0.087; H 0.088



# C4H3Cl2N3O2

2 unconnected molecules or ions with the total composition C4H3Cl2N3O2 at a distorted geometry (ωB97M-V/def2-TZVPD, the Open Molecules 2025 dataset).

Geometry as XYZ:
```
14
C4H3Cl2N3O2 (ωB97M-V/def2-TZVPD)
C 1.056 1.774 0.086
N 1.274 0.624 -0.422
C 1.509 -0.675 0.064
Cl 3.271 -0.758 0.338
C 0.697 -1.759 0.123
N -0.641 -1.660 -0.354
O -1.396 -2.529 0.069
O -1.009 -0.750 -1.051
H 1.074 1.955 1.182
H 0.766 2.657 -0.648
H 1.085 -2.545 0.727
N -1.542 1.393 0.760
C -2.452 1.206 0.067
Cl -3.691 1.066 -0.941
```

Properties
F_max (Eh/bohr): 0.0632
HOMO (eV): -9.488
Charge: 0
Relative energy (zero: lowest compared OMol25 entry of this formula, charge and spin) (kcal per mole): 63.9
E (eV): -37800.75496
Molecular weight (g mol⁻¹): 195.99
Spin multiplicity: 1

Quick look at the Löwdin charges, all values in e: C -0.053; N -0.042; C -0.608; Cl 0.656; C -0.047; N -0.403; O 0.055; O 0.024; H 0.084; H 0.123; H 0.113; N 0.115; C -0.827; Cl 0.810



# C4H3Cl3O

2 unconnected molecules or ions with the total composition C4H3Cl3O at a distorted geometry (ωB97M-V/def2-TZVPD, the Open Molecules 2025 dataset).

Geometry as XYZ:
```
11
C4H3Cl3O (ωB97M-V/def2-TZVPD)
Cl -3.233 -0.524 1.294
C -2.150 -1.854 1.325
C -1.010 -1.837 2.028
Cl -0.552 -0.395 2.996
Cl 0.213 -3.049 1.976
H -2.472 -2.896 0.941
C 1.020 0.753 -0.294
C 0.704 -0.322 -0.930
O 0.564 -1.310 -1.517
H 1.698 1.339 -0.913
H 0.361 1.227 0.490
```

Properties
F_max (Eh/bohr): 0.0485
HOMO (eV): -9.385
Charge: 0
Relative energy (zero: lowest compared OMol25 entry of this formula, charge and spin) (kcal per mole): 3.8
E (eV): -43809.22790
Molecular weight (g mol⁻¹): 173.43
Spin multiplicity: 1

Quick look at the Löwdin charges, all values in e: Cl 0.617; C -0.699; C -1.186; Cl 0.548; Cl 0.633; H 0.113; C -0.009; C -0.320; O 0.162; H 0.068; H 0.073



# C4H3ClFNO

A single C4H3ClFNO molecule at a distorted geometry (ωB97M-V/def2-TZVPD, the Open Molecules 2025 dataset).

Geometry as XYZ:
```
11
C4H3ClFNO (ωB97M-V/def2-TZVPD)
N -2.968 -0.574 -0.087
C -1.599 -0.368 -0.013
C -0.519 -1.188 0.005
C 0.653 -0.323 -0.007
Cl 2.286 -0.772 0.009
C 0.163 0.931 -0.015
F 0.741 2.121 0.006
O -1.209 0.943 -0.013
H -3.539 -0.030 0.593
H -3.241 -1.522 0.081
H -0.501 -2.256 0.016
```

Properties
F_max (Eh/bohr): 0.0301
HOMO (eV): -8.168
Charge: 0
Relative energy (zero: lowest compared OMol25 entry of this formula, charge and spin) (kcal per mole): 7.3
E (eV): -22973.15680
Molecular weight (g mol⁻¹): 135.52
Spin multiplicity: 1

Quick look at the Löwdin charges, all values in e: N 0.120; C -0.378; C -0.023; C -0.650; Cl 0.713; C -0.358; F 0.133; O 0.132; H 0.119; H 0.087; H 0.106



# C4H3ClN2

A molecular structure, C4H3ClN2 at a distorted geometry (ωB97M-V/def2-TZVPD, the Open Molecules 2025 dataset).

Geometry as XYZ:
```
10
C4H3ClN2 (ωB97M-V/def2-TZVPD)
C -1.195 -1.457 0.207
C 1.471 1.658 -0.100
C -1.954 -0.436 0.714
C 1.604 0.441 -0.823
N -0.319 -2.207 -0.146
N 1.694 2.639 0.451
Cl 1.585 -1.105 -0.246
H -1.801 -0.383 1.755
H -2.492 0.386 0.161
H 1.408 0.464 -1.973
```

Properties
F_max (Eh/bohr): 0.0759
HOMO (spin up / spin down) (eV): -9.341 / -8.744
Charge: 0
Relative energy (zero: lowest compared OMol25 entry of this formula, charge and spin) (kcal per mole): 119.4
E (eV): -19693.81740
Molecular weight (g mol⁻¹): 114.53
Spin multiplicity: 1

Quick look at the Löwdin charges, all values in e: C -0.324; C -0.322; C 0.045; C -0.559; N -0.051; N 0.145; Cl 0.837; H 0.041; H 0.088; H 0.101



> What is the charge in the first record?

0